Entry from OMol25: a molecular structure, C20H22N5O5PbSSe3Te (ωB97M-V with the def2-TZVPD basis set).

Geometry as XYZ:
```
58
Properties=species:S:1:pos:R:3:mulliken_charge:R:1
Pb -0.58 -0.51 0.11 0.911
O 1.00 5.11 0.38 -0.692
C 0.99 4.74 1.68 0.548
C 1.43 5.68 2.62 -0.716
C 1.46 5.36 3.96 -0.300
C 1.03 4.11 4.40 -0.797
C 0.59 3.19 3.48 -0.603
C 0.55 3.48 2.11 0.437
C 0.05 2.43 1.18 0.437
O -0.36 1.33 1.66 -0.461
N 0.12 2.73 -0.11 -0.614
N -0.34 1.71 -0.93 0.186
C -0.43 2.04 -2.17 -0.423
C -0.87 1.24 -3.29 0.649
C -0.85 1.89 -4.54 -0.685
C -1.26 1.27 -5.69 -0.712
C -1.71 -0.06 -5.61 -0.366
C -1.74 -0.72 -4.41 -0.510
C -1.32 -0.10 -3.20 0.197
O -1.35 -0.77 -2.10 -0.618
H 0.68 4.31 -0.13 0.627
H 1.76 6.64 2.26 0.404
H 1.81 6.10 4.67 0.355
H 1.06 3.86 5.46 0.405
H 0.25 2.21 3.78 0.389
H -0.14 3.07 -2.41 0.216
H -0.50 2.92 -4.57 0.330
H -1.24 1.79 -6.64 0.384
H -2.04 -0.57 -6.51 0.358
H -2.09 -1.74 -4.33 0.397
Se 2.69 0.59 0.27 0.168
Se 3.14 -0.17 2.38 -0.298
Te 1.07 -1.51 3.06 0.291
Se 1.63 -3.87 2.56 -0.752
N 0.95 -2.85 -1.03 -0.178
C 1.40 -2.89 -2.42 -0.397
C 2.80 -2.29 -2.54 -0.813
C 2.75 -0.92 -1.91 0.753
O 2.23 0.05 -2.41 -0.566
O 3.25 -0.92 -0.67 -0.433
H 1.66 -3.17 -0.37 0.107
H 0.15 -3.46 -0.89 0.154
H 0.71 -2.28 -3.02 0.098
H 1.42 -3.90 -2.85 0.373
H 3.07 -2.19 -3.59 0.381
H 3.53 -2.91 -2.02 0.330
S -3.18 -0.62 1.88 -0.379
C -2.80 -2.16 2.43 -0.020
N -2.65 -3.26 1.69 -0.037
C -2.26 -4.44 2.46 -0.356
C -2.01 -3.84 3.85 -0.347
N -2.59 -2.50 3.73 -0.164
H -2.72 -3.23 0.69 0.221
H -1.35 -4.88 2.06 0.208
H -3.07 -5.17 2.47 0.283
H -0.94 -3.78 4.05 0.055
H -2.50 -4.40 4.64 0.288
H -2.38 -1.76 4.37 0.296
```

Properties
HOMO (Ha): -0.1544
Orbital gap (eV): 6.3
Calculated total energy (Eh): -9488.87815
Net charge: -1
Relative energy (zero: lowest compared OMol25 entry of this formula, charge and spin) (kcal/mol): 5.5